Formula: C53H98O29S7
Source: the Open Molecules 2025 dataset
Level of theory: ωB97M-V with the def2-TZVPD basis set

The geometry in XYZ format:
```
187
Properties=species:S:1:pos:R:3:forces:R:3:lowdin_charge:R:1
C -7.140884 0.473094 -0.804040 -1.122 1.371 -0.176 -0.022
C -7.360234 -0.796860 -0.036506 -0.315 0.713 -0.689 -0.352
C -8.122797 -1.880915 -0.784907 -1.041 0.324 1.086 -0.096
O -7.194469 -2.948069 -0.923761 0.259 -0.281 -0.095 0.079
C -6.034851 -2.618086 -0.294116 3.175 -1.901 -0.253 -0.494
O -5.018686 -3.328701 -0.168799 -3.890 2.193 -0.510 0.109
O -6.098082 -1.341321 0.088767 2.073 -1.013 1.189 0.082
H -6.864240 0.263900 -1.837393 0.231 -0.120 0.095 0.097
H -6.450529 1.192279 -0.363257 0.424 -0.547 0.191 0.089
H -8.045730 1.078810 -0.853607 -0.423 -0.210 -0.111 0.085
H -7.828675 -0.717030 0.944453 0.294 0.637 0.103 0.156
H -8.619882 -1.515231 -1.683396 0.566 -0.477 -0.426 0.137
H -8.907030 -2.153369 -0.078619 -0.221 -0.685 -0.403 0.129
C -1.861147 3.830651 8.127667 -0.467 0.841 1.623 0.003
C -3.125094 3.015890 8.391684 0.707 0.289 0.309 -0.334
C -4.430574 3.788261 8.457814 0.525 -0.029 -0.202 -0.073
O -4.898378 3.658168 7.107101 -1.163 1.438 0.479 0.087
C -4.268722 2.678758 6.483037 -0.513 -1.960 -2.670 -0.556
O -4.572108 2.210529 5.384981 0.808 1.435 2.735 0.116
O -3.264257 2.238342 7.246486 -0.454 -2.026 -0.983 0.078
H -1.560478 3.877770 7.081011 -0.167 -0.203 0.178 0.101
H -1.051860 3.498971 8.778161 0.158 -0.017 -0.332 0.085
H -2.155133 4.820608 8.476472 0.674 0.431 -0.164 0.075
H -3.100548 2.409914 9.297380 0.560 -0.311 -0.215 0.154
H -4.212279 4.809462 8.770210 -0.481 0.189 -0.496 0.129
H -5.134675 3.349298 9.164676 -0.186 -0.064 -0.275 0.135
C 3.016322 3.295149 -7.841577 -0.331 0.733 -0.459 -0.024
C 4.076081 2.869171 -6.865997 -1.593 -0.275 0.809 -0.369
C 3.570261 1.766217 -5.921749 -0.210 0.942 -0.308 -0.093
O 4.644765 0.830707 -5.923966 -0.564 -0.288 0.417 0.072
C 5.471929 1.062871 -6.961269 1.348 -0.592 -0.436 -0.485
O 6.404655 0.333145 -7.251490 -2.257 2.098 0.285 0.140
O 5.075104 2.241536 -7.573600 2.717 -1.813 -0.615 0.074
H 2.927136 2.630737 -8.701052 0.161 -0.486 0.316 0.097
H 3.261238 4.249429 -8.307912 -0.207 0.228 0.303 0.086
H 2.043163 3.320080 -7.351240 -0.036 0.382 -0.045 0.087
H 4.449822 3.671660 -6.230045 0.292 0.315 -0.404 0.156
H 2.622096 1.392191 -6.308013 0.229 -0.786 -0.071 0.125
H 3.350331 2.196899 -4.944895 0.436 -0.444 0.226 0.135
C 4.321258 4.549284 4.995060 -0.444 -0.379 -0.883 -0.024
C 4.989877 3.610357 5.937862 -0.535 0.148 0.159 -0.375
C 6.344838 4.080584 6.287047 1.035 -0.514 -1.500 -0.126
O 6.503465 3.814533 7.664006 0.195 -0.157 0.369 0.097
C 5.284673 3.569384 8.183404 -1.690 0.368 2.233 -0.508
O 4.995991 3.398394 9.359887 1.138 0.241 -2.810 0.129
O 4.342172 3.654875 7.197307 -0.250 -0.296 1.246 0.075
H 3.391003 4.048963 4.726016 -0.451 0.841 -0.005 0.093
H 4.854312 4.707454 4.057546 0.343 -0.453 -0.031 0.095
H 4.270774 5.553518 5.415850 -0.619 -0.205 0.281 0.099
H 4.946532 2.565184 5.631525 0.162 0.018 -0.370 0.163
H 6.440538 5.123264 5.984147 0.309 0.220 0.751 0.137
H 6.996441 3.488334 5.644588 0.782 0.149 0.547 0.145
C 1.032541 -1.270501 8.084227 -0.222 0.324 0.631 -0.028
C 1.939710 -1.810630 9.146242 1.921 -1.728 0.504 -0.470
O 2.859625 -2.591579 8.880524 -1.587 1.333 0.569 0.034
C 1.652820 -1.315788 10.580627 -0.316 -0.629 -0.493 -0.026
H 1.588430 -0.421614 7.686133 -0.167 0.088 -0.384 0.094
H 0.151103 -0.881711 8.594132 -0.207 0.071 -0.365 0.071
H 0.754399 -1.982030 7.306756 0.297 0.069 0.108 0.090
H 2.392687 -1.523538 11.353637 0.579 0.432 -0.597 0.080
H 0.825517 -1.909503 10.969429 -0.531 -0.012 -0.339 0.081
H 1.302896 -0.285054 10.523759 0.247 0.053 0.334 0.075
C -6.288874 7.645229 -0.160468 0.722 0.021 0.838 -0.030
C -5.163294 6.726835 0.313378 1.393 -0.464 -2.154 -0.449
O -4.263585 6.459249 -0.505994 -1.565 0.375 2.119 0.017
C -5.224228 6.061741 1.701861 0.574 0.724 -1.065 -0.016
H -7.222725 7.123822 0.049631 -0.233 0.317 -0.327 0.080
H -6.127789 7.978611 -1.185664 -0.192 -0.638 -0.063 0.078
H -6.254997 8.575377 0.406792 -0.226 -0.057 0.438 0.079
H -6.141424 5.475195 1.754845 0.131 -0.105 0.201 0.082
H -5.204193 6.804248 2.499602 -0.283 0.091 -0.039 0.080
H -4.310820 5.473726 1.791394 -0.317 -0.280 0.047 0.079
C -6.896484 -5.518812 4.196405 0.473 -0.675 -0.401 -0.016
C -5.612274 -5.448302 5.042974 -1.408 2.336 -1.350 -0.528
O -5.157432 -6.389740 5.579000 0.740 -2.686 1.210 0.092
C -4.892110 -4.139160 5.159675 -0.465 0.760 -0.033 -0.025
H -7.787088 -5.360209 4.804491 0.082 0.092 0.068 0.082
H -6.938372 -6.517487 3.761674 -0.154 -0.203 0.337 0.076
H -6.922015 -4.872703 3.318917 0.185 0.495 0.335 0.068
H -5.506848 -3.272228 4.917550 -0.083 -0.073 -0.215 0.074
H -4.081720 -4.190110 4.432504 0.264 0.199 0.210 0.094
H -4.551476 -3.992727 6.184670 0.391 -0.236 -0.188 0.084
C 5.058292 -4.973841 -4.514677 0.695 1.598 0.531 -0.225
C 4.642684 -6.390683 -4.380249 -1.257 -1.776 -0.793 -0.271
C 5.899778 -7.192727 -4.280421 0.542 0.494 0.497 -0.234
S 6.886619 -6.316273 -3.016304 0.228 -0.728 -3.888 0.673
O 8.233676 -6.458462 -3.546930 -0.315 1.077 0.880 -0.340
O 6.574419 -6.787311 -1.723427 -0.404 -0.291 2.053 -0.312
C 6.014171 -4.705646 -3.346166 0.656 -0.182 1.172 -0.192
H 4.232440 -4.266600 -4.438034 -0.056 -0.061 -0.121 0.119
H 5.568336 -4.789688 -5.460214 -0.035 -0.115 -0.090 0.123
H 4.172036 -6.750965 -5.295013 -0.445 0.240 -0.067 0.118
H 3.941864 -6.615147 -3.576153 0.061 0.353 0.236 0.126
H 6.409667 -7.005641 -5.225471 0.459 -0.354 0.148 0.104
H 5.830508 -8.260564 -4.072987 -0.046 0.193 0.155 0.113
H 6.751773 -3.903119 -3.346319 0.045 -0.089 -0.784 0.103
H 5.449504 -4.496303 -2.437645 -0.142 -0.374 0.106 0.098
C 0.624614 -8.854113 2.985595 -1.989 0.599 1.607 -0.252
C 1.667991 -9.548239 2.202286 0.893 -1.721 -1.429 -0.241
C 2.297150 -8.676841 1.099727 -1.420 0.928 0.750 -0.190
S 0.936722 -7.526398 0.640514 -1.840 -1.329 -1.400 0.718
O 0.039204 -8.213243 -0.325705 1.424 0.932 1.542 -0.367
O 1.474866 -6.234564 0.252576 -0.349 -0.657 0.730 -0.346
C 0.076945 -7.591765 2.312017 1.384 1.003 0.107 -0.183
H 0.913434 -8.750890 4.031561 0.390 0.929 -0.073 0.114
H -0.256288 -9.473988 3.152525 0.096 -0.500 -0.466 0.112
H 1.150954 -10.408325 1.776813 0.341 -0.042 -0.597 0.116
H 2.433859 -10.004907 2.829195 0.118 0.292 0.057 0.116
H 2.597180 -9.180937 0.181046 0.142 0.100 0.248 0.108
H 3.021452 -7.977442 1.517259 0.418 -0.293 -0.233 0.098
H -1.010401 -7.517452 2.327987 0.139 -0.278 -0.849 0.104
H 0.403659 -6.685539 2.822023 0.269 0.071 -0.038 0.091
C -1.509934 -5.290240 -5.727864 0.998 -0.064 -0.010 -0.228
C -2.979180 -5.282501 -5.297202 -0.887 -1.149 -0.707 -0.208
C -3.743530 -6.351364 -6.165672 1.227 1.157 -1.175 -0.183
S -2.975186 -6.101142 -7.880940 -0.768 0.653 2.770 0.697
O -3.608568 -4.914985 -8.454186 0.779 -1.107 0.017 -0.347
O -2.940596 -7.395603 -8.506702 0.024 0.194 -0.838 -0.348
C -1.278205 -5.693466 -7.206002 -1.854 -0.243 -0.110 -0.186
H -0.985823 -5.932379 -5.020014 0.159 -0.442 -0.426 0.109
H -1.003643 -4.337551 -5.572439 -0.405 0.247 0.043 0.105
H -3.401107 -4.284404 -5.414994 -0.255 -0.207 0.086 0.109
H -3.040253 -5.640993 -4.269655 -0.096 0.523 0.098 0.108
H -4.820455 -6.244305 -6.295600 0.127 0.256 0.148 0.093
H -3.516078 -7.384121 -5.901515 0.143 0.115 0.120 0.094
H -0.932353 -4.860928 -7.818668 0.325 -0.354 -0.006 0.095
H -0.797638 -6.659973 -7.357710 0.485 0.417 0.020 0.092
C -6.011195 6.498428 -7.106602 1.001 1.111 -0.382 -0.206
C -4.882508 5.769904 -6.314308 -1.479 -0.657 -0.042 -0.255
C -3.610153 6.561128 -6.305860 0.319 0.984 -1.869 -0.201
S -3.436168 6.900869 -8.140454 -3.122 2.715 -0.450 0.727
O -3.135068 5.682939 -8.841778 1.096 -0.165 0.194 -0.336
O -2.849603 8.219010 -8.477570 -0.199 -2.441 0.791 -0.366
C -5.342855 7.059935 -8.398634 0.705 0.221 0.208 -0.182
H -6.387608 7.336058 -6.519420 0.266 0.272 0.083 0.101
H -6.914279 5.899695 -7.225192 0.414 -0.429 -0.426 0.108
H -4.778997 4.828112 -6.853217 0.358 -0.314 0.570 0.113
H -5.285043 5.656179 -5.307758 0.366 -0.514 0.084 0.115
H -2.643407 6.143817 -6.024165 -0.398 -0.313 0.348 0.105
H -3.805037 7.529996 -5.846074 0.400 0.091 0.028 0.106
H -5.544028 6.594076 -9.363318 0.091 -0.712 0.336 0.088
H -5.572423 8.102405 -8.619234 0.203 0.153 0.552 0.083
C -0.720206 1.840613 -1.006835 0.197 0.407 0.017 -0.218
C -0.869036 0.488860 -1.730846 0.200 -0.786 0.528 -0.211
C -0.095688 -0.551174 -0.860372 -0.372 0.813 1.411 -0.165
S 0.080737 0.187401 0.902088 -0.507 -1.152 -0.076 0.727
O 1.446833 0.679178 1.150707 -1.519 -0.817 -0.311 -0.361
O -0.573583 -0.764071 1.840367 1.246 1.928 -1.418 -0.368
C -0.912733 1.659938 0.521821 -0.105 -1.086 -0.274 -0.222
H -1.447332 2.576611 -1.349901 0.128 0.019 -0.155 0.110
H 0.283770 2.179063 -1.262948 0.011 0.400 0.345 0.114
H -0.521225 0.450878 -2.763172 0.770 0.572 0.131 0.104
H -1.902450 0.216783 -1.945634 -0.290 -0.204 0.972 0.105
H 0.954200 -0.713385 -1.104358 -0.244 -0.199 -0.434 0.092
H -0.669300 -1.453346 -0.647889 0.366 -0.114 -0.283 0.089
H -0.596515 2.398872 1.258092 0.123 0.335 -0.576 0.101
H -1.959881 1.415234 0.699875 -0.005 -0.129 0.175 0.102
C 5.952197 -5.512360 4.598046 0.570 -1.167 -0.563 -0.224
C 5.345706 -4.359630 3.854267 -0.119 2.769 0.657 -0.237
C 6.314430 -3.158878 4.182489 -0.112 -1.300 0.406 -0.200
S 7.942243 -3.941942 3.763573 0.127 1.264 0.963 0.674
O 8.995259 -3.455875 4.647791 -1.027 -0.855 -0.289 -0.344
O 8.155817 -3.801945 2.357318 -0.022 0.000 -0.896 -0.329
C 7.416690 -5.686990 4.040365 -0.651 0.535 0.464 -0.180
H 5.292307 -6.375091 4.506722 0.462 -0.438 -0.357 0.107
H 5.916400 -5.312429 5.668955 0.421 0.283 0.006 0.116
H 4.385215 -4.100425 4.299649 -0.160 -0.099 -0.062 0.111
H 5.185069 -4.388854 2.776564 0.302 -0.694 0.009 0.119
H 6.271063 -2.976209 5.256195 0.335 -0.386 0.209 0.093
H 6.101765 -2.164158 3.790834 0.412 -0.384 -0.911 0.102
H 8.170128 -6.208446 4.630714 -0.281 0.257 0.431 0.096
H 7.447044 -6.153587 3.055759 -0.278 0.238 -0.075 0.097
C 2.215926 10.451957 -4.484872 -0.453 -1.012 -0.272 -0.217
C 1.387219 10.643176 -3.142668 0.176 -0.876 -1.566 -0.179
C 1.363854 9.255537 -2.420885 1.945 0.917 1.177 -0.203
S 2.647488 8.157035 -3.175250 -0.066 0.069 0.361 0.687
O 1.930101 7.165124 -3.945709 0.212 0.164 -0.258 -0.351
O 3.610931 7.669458 -2.184619 -0.927 0.910 -1.027 -0.348
C 3.373380 9.460548 -4.302052 -0.714 -0.413 2.457 -0.203
H 2.639326 11.364531 -4.904441 -0.438 0.123 0.087 0.111
H 1.491071 9.997577 -5.160319 0.155 0.271 -0.473 0.108
H 0.386349 10.940128 -3.456010 0.007 -0.017 0.112 0.102
H 1.798975 11.487068 -2.589133 0.083 -0.488 0.504 0.105
H 0.476795 8.672608 -2.173053 -0.228 0.272 -0.886 0.102
H 1.808080 9.449018 -1.444502 0.040 -0.157 0.213 0.084
H 3.881982 8.906232 -5.090828 -0.363 0.455 -0.264 0.105
H 4.067996 9.964733 -3.630196 0.557 -0.250 -0.185 0.096
```
Forces are in eV/Å.

ΔE to the lowest compared entry with this formula, charge and spin ... 805.7 kJ/mol
Orbital gap ... 9.4 eV